Formula: C5H8N2
Source: the OMol25 dataset
Level of theory: ωB97M-V with the def2-TZVPD basis set

Structure (XYZ):
```
15
Properties=species:S:1:pos:R:3:lowdin_charge:R:1
C -0.89286 -0.37996 2.04936 -0.10
C 0.37370 -0.61866 1.18910 -0.21
C 0.23331 -0.16559 -0.23632 -0.32
C 0.60095 1.07788 -0.66222 -0.07
N 0.23021 1.10207 -2.00505 0.03
C -0.09813 -0.20548 -2.33125 -0.21
N -0.07494 -0.99833 -1.31091 0.11
H -0.80508 -0.93803 2.97989 0.06
H -1.04019 0.68028 2.27132 0.07
H -1.77761 -0.67444 1.48632 0.07
H 0.46722 -1.70887 1.20023 0.10
H 1.29056 -0.27073 1.66356 0.10
H 1.34143 1.72213 -0.23252 0.11
H 0.59644 1.71744 -2.71563 0.14
H -0.44501 -0.33970 -3.34588 0.11
```

- HOMO-LUMO gap (Ha) = 0.3516
- SMILES string = CCc1c[nH]cn1
- net charge = 0
- calculated total energy (hartree) = -304.81746

=====

Formula: C5H10BrNO4PTm
Source: the OMol25 dataset
Level of theory: ωB97M-V with the def2-TZVPD basis set

Structure (XYZ):
```
23
Properties=species:S:1:pos:R:3:lowdin_charge:R:1
C 2.55721 0.32228 0.38855 -0.10
C 1.82691 -0.78618 -0.55636 -0.24
C 0.96110 0.02504 -1.62862 -0.67
Br 0.21916 -1.20372 -3.04784 0.73
N -0.04780 0.95754 -1.09012 -0.03
C -0.80387 0.45814 0.05757 -0.34
C -1.75766 1.70335 0.53256 -0.48
O -2.17533 2.44557 -0.36162 0.13
O -2.02916 1.82248 1.90196 -0.36
P -1.98350 -0.98270 -0.29474 1.14
O -1.19004 -2.47534 -0.35709 -0.25
O -3.01843 -1.06137 1.08162 -0.24
H 1.84067 0.83701 1.10975 0.06
H 3.39370 -0.13418 1.01615 0.10
H 2.99155 1.12762 -0.28832 0.09
H 2.69062 -1.38665 -1.02228 0.14
H 1.17076 -1.48228 0.06006 0.09
H 1.71650 0.67534 -2.20825 0.13
H 0.47102 1.81057 -0.79781 0.16
H -0.19908 0.18268 0.98812 0.13
H -1.57558 -2.93563 -1.15123 0.09
H -2.40326 -1.28403 1.82566 0.07
Tm -2.65550 1.36446 3.84228 1.65
```

- HOMO-LUMO gap (alpha / beta) (Ha) = 0.2548 / 0.1969
- expectation value of S² = 2.008
- net charge = +2
- multiplicity = 3
- calculated total energy (hartree) = -4552.09081